[1]
DFT (the ωB97M-V functional and the def2-TZVPD basis) results for an isolated molecule of C2HBrCl2O.

Last column: natural (NBO) charge in e.
CARTESIAN COORDINATES (ANGSTROEM)
C -0.93049 0.20005 -0.52991  0.536
C 0.65185 -0.43750 0.20393  -0.306
O -1.62627 -0.52967 -1.11984  -0.483
Cl -1.33535 1.90499 -0.31517  -0.022
Cl 0.24842 -0.96346 1.81239  0.038
Br 2.04520 0.98128 0.37470  0.040
H 0.94664 -1.15569 -0.42610  0.196

* orbital gap: 10.67 eV
* charge: 0
* structure (SMILES): O=C(Cl)[C@H](Cl)Br

=====

[2]
DFT (the ωB97M-V functional and the def2-TZVPD basis) results for a cluster of 2 separate species, C2HBrCl2S in total.

Last column: natural (NBO) charge in e.
CARTESIAN COORDINATES (ANGSTROEM)
C -0.12575 0.82618 0.50663  -0.328
C -0.51222 -0.40330 0.30869  -0.017
S 1.01133 -1.84308 -1.00251  -0.018
Cl -0.98455 1.82277 1.64351  0.018
Cl -1.65492 -1.40534 0.94442  0.133
Br 1.59106 -0.32089 -2.38724  -0.047
H 0.67504 1.32365 -0.01350  0.259

* orbital gap: 7.58 eV
* charge: 0

=====

[3]
DFT (the ωB97M-V functional and the def2-TZVPD basis) results for a structure of composition C2HBrClFO.

Last column: natural (NBO) charge in e.
CARTESIAN COORDINATES (ANGSTROEM)
C 0.36214 0.63441 -0.20555  0.247
C -0.72046 1.56098 0.03925  0.295
O 1.44668 0.95188 -0.63428  -0.461
F -0.63024 2.81945 -0.36361  -0.271
Cl -2.16542 1.12011 0.75215  0.143
Br -4.63210 -0.25790 -0.17914  -0.092
H 0.09863 -0.40004 0.06970  0.139

* orbital gap (alpha / beta): 8.98 / 5.91 eV
* charge: 0

=====

[4]
DFT (the ωB97M-V functional and the def2-TZVPD basis) results for an isolated molecule of C2HBrF2S.

Last column: natural (NBO) charge in e.
CARTESIAN COORDINATES (ANGSTROEM)
C 0.17541 0.66049 0.05346  -0.439
C -0.26598 -0.72223 -0.21237  0.575
F -0.48296 -0.89072 -1.51609  -0.311
F 0.34283 -1.79701 0.33434  -0.298
S -1.54361 0.25072 0.65813  0.138
Br 1.47313 1.06452 1.35685  0.081
H 0.30118 1.43421 -0.67432  0.254

* orbital gap: 10.36 eV
* charge: 0
* structure (SMILES): FC1(F)S[C@H]1Br

=====

[5]
DFT (the ωB97M-V functional and the def2-TZVPD basis) results for the ion C2HBrFOS2 with charge -1.

Last column: natural (NBO) charge in e.
CARTESIAN COORDINATES (ANGSTROEM)
C 1.21296 -0.08400 -0.41608  0.530
C -0.01732 -0.56992 0.10800  -0.507
O 2.00089 0.25221 -1.28185  -0.513
F 0.17259 2.01440 -0.24290  -0.658
S 1.27819 -0.26115 1.39883  -0.010
S -1.23822 0.81501 0.05142  0.416
Br -3.02424 -0.68746 0.41818  -0.498
H -0.38485 -1.47910 -0.03560  0.240

* orbital gap: 7.71 eV
* charge: -1

=====

[6]
DFT (the ωB97M-V functional and the def2-TZVPD basis) results for a cluster of 2 separate species, C2HBrN2O2 in total.

Last column: natural (NBO) charge in e.
CARTESIAN COORDINATES (ANGSTROEM)
C -0.64822 0.52173 0.88862  0.146
C -0.67196 1.10778 -0.35242  -0.289
N -0.66613 -0.10238 1.85909  -0.234
N 0.83746 -1.51977 -0.25451  0.530
O 0.38521 -2.47700 -0.77527  -0.282
O 1.69121 -1.26221 0.45744  -0.238
Br 0.34492 2.71624 -0.57261  0.111
H -1.27249 1.01562 -1.25033  0.256

* orbital gap (alpha / beta): 8.07 / 8.39 eV
* charge: 0

=====

[7]
DFT (the ωB97M-V functional and the def2-TZVPD basis) results for a structure of composition C2HBrN2S.

Last column: natural (NBO) charge in e.
CARTESIAN COORDINATES (ANGSTROEM)
C 0.14908 1.40299 0.96567  -0.240
C -2.10824 0.49975 0.44012  0.162
N -0.79033 0.29881 0.93041  -0.482
N -2.27951 1.76969 0.08771  -0.601
S -0.75025 2.50288 0.17014  0.696
Br -3.30390 -0.72622 0.03838  0.215
H 1.01617 1.53119 1.51707  0.250

* orbital gap: 9.65 eV
* charge: 0

=====

[8]
DFT (the ωB97M-V functional and the def2-TZVPD basis) results for a structure of composition C2HBrO3.

Last column: natural (NBO) charge in e.
CARTESIAN COORDINATES (ANGSTROEM)
C -0.65811 -0.94564 0.02026  0.961
C 0.27713 0.73897 0.02848  0.316
O -1.34677 -1.90510 0.03206  -0.522
O -0.18967 -0.14602 1.00736  -0.482
O -0.22804 -0.16860 -1.01878  -0.487
Br 2.21105 0.74875 0.00475  0.023
H -0.06560 1.67764 -0.07412  0.191

* orbital gap: 11.83 eV
* charge: 0

=====

[9]
DFT (the ωB97M-V functional and the def2-TZVPD basis) results for an isolated molecule of C2HCl2F2NO.

Last column: natural (NBO) charge in e.
CARTESIAN COORDINATES (ANGSTROEM)
C -0.50078 0.44875 0.07016  0.560
C -0.10392 -0.64928 -0.96830  0.543
N 0.45513 0.57990 1.04390  -0.583
O -1.38525 1.18390 -0.06511  -0.434
F 0.57248 -1.64072 -0.28863  -0.344
F 0.77918 -0.14126 -1.76514  -0.288
Cl -1.46953 -1.33193 -1.73545  0.037
Cl 0.33202 1.58765 2.44414  0.077
H 1.32067 -0.03700 1.26443  0.433

* expectation value of S²: 2.011
* orbital gap (alpha / beta): 6.94 / 8.05 eV
* charge: 0
* multiplicity: 3

=====

[10]
DFT (the ωB97M-V functional and the def2-TZVPD basis) results for a structure of composition C2HCl2N2O.

Last column: natural (NBO) charge in e.
CARTESIAN COORDINATES (ANGSTROEM)
C 0.02460 -1.01506 -0.43051  0.652
C -0.66613 0.67522 0.19170  -0.377
N 1.95883 -0.20139 0.56913  0.298
N 1.34369 -0.92919 -0.04631  -0.052
O -0.57158 -1.75020 -1.08685  -0.278
Cl -1.08434 1.62362 -1.18732  0.160
Cl 0.52726 1.31518 1.25001  0.320
H -1.53233 0.28182 0.74014  0.277

* orbital gap: 8.67 eV
* charge: +1

=====

[11]
DFT (the ωB97M-V functional and the def2-TZVPD basis) results for a structure of composition C2HCl2N2O.

Last column: natural (NBO) charge in e.
CARTESIAN COORDINATES (ANGSTROEM)
C 0.62242 -1.08448 -0.42819  0.720
C -1.05193 0.43310 0.28917  -0.358
N 1.86604 0.69385 0.43859  0.230
N 1.59640 -0.26178 -0.21638  -0.158
O 0.21115 -1.98206 -0.99751  -0.281
Cl -1.55613 0.65014 -1.25810  0.228
Cl -0.07576 1.61089 1.07211  0.340
H -1.61220 -0.05965 1.10031  0.278

* orbital gap: 7.17 eV
* charge: +1

=====

[12]
DFT (the ωB97M-V functional and the def2-TZVPD basis) results for a cluster of 2 separate species, C2HCl2N2O in total.

Last column: natural (NBO) charge in e.
CARTESIAN COORDINATES (ANGSTROEM)
C -1.34182 0.22269 -0.53569  0.898
C -0.16529 0.52097 0.17895  -0.444
N -3.05872 3.11116 -1.00693  0.160
N -2.64267 2.17325 -0.64954  -0.100
O -1.97268 -0.36688 -1.25047  -0.193
Cl -0.02196 2.07732 1.14790  0.141
Cl 0.93017 0.44899 -1.29919  0.154
H 0.29281 -0.23756 0.93244  0.383

* orbital gap: 10.02 eV
* charge: +1

=====

[13]
DFT (the ωB97M-V functional and the def2-TZVPD basis) results for an isolated molecule of C2HCl2O2P.

Last column: natural (NBO) charge in e.
CARTESIAN COORDINATES (ANGSTROEM)
C 0.43101 -0.99714 -0.03748  -0.242
C 0.96229 0.21979 0.21217  0.138
O 0.17315 1.35421 0.19983  -0.785
O -2.47023 1.66519 0.21611  -1.010
P -1.42755 1.14077 -0.63183  1.529
Cl 1.40232 -2.46696 -0.26550  0.027
Cl -1.18809 -1.26475 0.27415  0.121
H 2.11710 0.34888 0.03254  0.222

* orbital gap: 9.07 eV
* charge: 0

=====

[14]
DFT (the ωB97M-V functional and the def2-TZVPD basis) results for a cluster of 3 separate species, C2HCl2O4S in total.

Last column: natural (NBO) charge in e.
CARTESIAN COORDINATES (ANGSTROEM)
C -0.76378 -0.77217 1.76906  0.661
C 0.26898 -0.12822 1.36483  -0.533
O -2.96257 -0.39122 -0.28300  -0.818
O -1.43448 -1.68257 1.95718  -0.428
O -2.20744 1.94850 -0.79781  -0.804
O -2.20833 1.01212 1.53409  -0.847
S -2.25050 0.81241 0.08628  2.376
Cl 0.57821 1.62164 1.67540  -0.023
Cl 2.97781 -1.54635 0.22637  -0.929
H 1.14853 -0.70005 1.15950  0.345

* orbital gap (alpha / beta): 4.94 / 4.94 eV
* charge: -1

=====

[15]
DFT (the ωB97M-V functional and the def2-TZVPD basis) results for an isolated molecule of C2HCl3S.

Last column: natural (NBO) charge in e.
CARTESIAN COORDINATES (ANGSTROEM)
C 1.29289 -0.59986 -0.72555  -0.333
C 0.18871 -1.26932 -1.41464  -0.148
S 1.29555 -0.52141 0.89598  0.150
Cl 0.90168 -2.87270 -1.96537  0.007
Cl -0.06934 -0.25853 -2.88789  0.021
Cl -1.20495 -1.49523 -0.40924  0.093
H 2.08100 -0.36763 -1.30905  0.210

* orbital gap: 8.18 eV
* charge: 0
* structure (SMILES): S=CC(Cl)(Cl)Cl

=====

[16]
DFT (the ωB97M-V functional and the def2-TZVPD basis) results for an isolated molecule of C2HClF2S.

Last column: natural (NBO) charge in e.
CARTESIAN COORDINATES (ANGSTROEM)
C 0.69169 -1.19231 -0.63206  -0.443
C -0.43927 -1.65230 -0.01672  0.766
F -1.64800 -1.70170 -0.59534  -0.284
F -0.39181 -2.35806 1.07772  -0.278
S 2.78379 0.80666 -0.11131  -0.416
Cl 2.25717 -1.11254 0.15758  0.378
H 0.83385 -0.46684 -1.47375  0.276

* orbital gap: 8.52 eV
* charge: 0

=====

[17]
DFT (the ωB97M-V functional and the def2-TZVPD basis) results for an isolated molecule of C2HClF4.

Last column: natural (NBO) charge in e.
CARTESIAN COORDINATES (ANGSTROEM)
C 0.52621 0.38633 0.30540  0.135
C -0.53953 -0.37435 -0.23479  0.912
H 0.56355 0.40639 1.53486  0.258
F 0.36353 1.66877 -0.19704  -0.302
F -1.60329 0.63644 -0.61137  -0.355
F -0.36539 -1.07884 -1.31911  -0.261
F -1.08989 -1.21441 0.79891  -0.330
Cl 2.14480 -0.43033 -0.27687  -0.056

* orbital gap: 12.27 eV
* charge: 0
* structure (SMILES): F[C@H](Cl)C(F)(F)F

=====

[18]
DFT (the ωB97M-V functional and the def2-TZVPD basis) results for a structure of composition C2HClFN3S.

Last column: natural (NBO) charge in e.
CARTESIAN COORDINATES (ANGSTROEM)
C -2.53814 0.35420 -0.27426  -0.388
C 1.41362 -0.32433 0.25548  0.729
N -0.52964 -1.47091 -0.68991  0.055
N 2.13919 0.40080 -0.39356  -0.653
N 0.09947 -0.74934 -0.01612  -0.176
F 1.64544 -0.94867 1.45713  -0.326
S -1.25165 1.13784 0.26910  0.185
Cl -4.02734 0.82003 -0.56572  0.165
H 3.04905 0.78039 -0.04213  0.409

* orbital gap (alpha / beta): 7.62 / 7.13 eV
* charge: 0

=====

[19]
DFT (the ωB97M-V functional and the def2-TZVPD basis) results for an isolated molecule of C2HClN2OS.

Last column: natural (NBO) charge in e.
CARTESIAN COORDINATES (ANGSTROEM)
C -0.30984 -0.20438 -0.03241  -0.023
C 1.20121 0.02317 0.21791  0.110
H -2.35604 -0.88182 0.23947  0.155
N -0.98277 0.94231 -0.25477  -0.097
N 1.30689 1.29388 0.06625  -0.080
O 0.04042 1.81728 -0.08515  -0.152
S -1.33865 -1.71026 -0.02658  0.045
Cl 2.43879 -1.28017 -0.12471  0.042

* orbital gap: 9.56 eV
* charge: 0
* structure (SMILES): Sc1nonc1Cl

=====

[20]
DFT (the ωB97M-V functional and the def2-TZVPD basis) results for a cluster of 2 separate species, C2HClN2S in total.

Last column: natural (NBO) charge in e.
CARTESIAN COORDINATES (ANGSTROEM)
C -0.34170 -0.62324 -0.00042  -0.172
C -1.16453 -1.51383 0.14483  -0.283
N -1.51679 1.04938 1.06658  0.051
N -2.47380 1.57542 0.69121  -0.047
S -2.16224 -2.74845 0.40790  0.199
Cl -3.65733 1.29295 -0.69704  0.002
H 0.03930 0.33087 -0.32301  0.251

* orbital gap (alpha / beta): 6.47 / 7.20 eV
* charge: 0

=====

The evaluated energy above the lowest of the compared OMol25 structures with the same formula, charge and spin for the records listed, in turn: 11.7, 38.4, 47.0, 5.0, 12.0, 110.6, 33.6, 26.9, 0.0, 63.3, 101.0, 13.9, 17.3, 54.7, 7.6, 68.6, 37.9, 28.7, 68.1, 90.7 kcal per mole.
The evaluated max |F| for the records listed, in turn: 6.5, 3.7, 0.9, 1.6, 5.5, 3.8, 9.1, 5.4, 6.7, 5.1, 7.1, 5.0, 2.9, 4.6, 4.9, 2.5, 7.2, 4.4, 5.5, 6.1 eV Å⁻¹.